C22H36Br5CsF9N3O7S3 | wB97M-V/def2-TZVPD

Calculated values
* LUMO energy: -2.74 eV
* gap between HOMO and LUMO: 0.081 hartree
* net charge: 0
* HOMO level: -4.9 eV
* maximum force: 5.25 eV Å⁻¹
* energy: -449910.9294 eV

CARTESIAN COORDINATES (ANGSTROEM)
C (0.506, 3.325, 6.046)
C (-0.746, 3.415, 5.171)
S (-1.820, 1.956, 5.363)
C (-2.558, 1.700, 3.701)
C (-1.858, 0.507, 2.949)
C (-0.284, 0.693, 2.869)
O (0.419, 0.057, 3.941)
N (1.666, 0.705, 4.095)
O (2.532, -0.064, 3.953)
S (-2.022, -0.948, 4.146)
C (-1.615, -2.022, 2.844)
C (-0.979, -3.380, 2.838)
C (0.540, -3.130, 2.541)
N (1.022, -3.931, 1.409)
C (0.376, -3.538, 0.133)
C (0.818, -2.172, -0.455)
C (2.443, -3.714, 1.213)
C (3.185, -2.527, 1.815)
O (3.045, -4.490, 0.507)
N (-1.915, -1.498, 1.690)
C (-2.492, -0.156, 1.658)
Br (-4.441, -0.368, 1.653)
C (-2.021, 0.390, 0.290)
C (-2.183, 1.920, 0.082)
C (-0.904, 2.643, -0.338)
F (-1.019, 3.947, -0.022)
F (0.094, 2.158, 0.486)
C (-0.402, 2.372, -1.778)
F (-0.528, 1.085, -2.122)
F (0.932, 2.593, -1.770)
S (-1.112, 3.442, -3.166)
F (-2.470, 3.724, -2.381)
F (-0.405, 4.745, -2.614)
F (0.184, 3.098, -4.032)
F (-1.778, 2.146, -3.804)
F (-1.668, 4.287, -4.362)
H (1.242, 2.591, 5.679)
H (0.225, 3.060, 7.115)
H (1.032, 4.315, 6.097)
H (-0.431, 3.563, 4.133)
H (-1.294, 4.322, 5.459)
H (-2.421, 2.646, 3.164)
H (-3.703, 1.521, 3.930)
H (0.082, 0.305, 1.911)
H (-0.066, 1.765, 2.930)
H (-1.422, -3.957, 2.021)
H (-1.134, -3.939, 3.761)
H (0.669, -2.053, 2.348)
H (1.106, -3.390, 3.438)
H (-0.718, -3.559, 0.169)
H (0.672, -4.298, -0.598)
H (0.885, -1.394, 0.318)
H (1.734, -2.237, -1.042)
H (0.045, -1.861, -1.173)
H (2.762, -1.613, 1.356)
H (4.242, -2.565, 1.554)
H (3.016, -2.471, 2.894)
H (-1.719, -2.035, 0.853)
H (-2.654, -0.091, -0.464)
H (-1.003, 0.068, 0.040)
H (-3.033, 2.089, -0.582)
H (-2.469, 2.365, 1.043)
C (2.597, -2.819, -4.439)
C (1.868, -4.067, -4.888)
O (0.595, -3.712, -5.427)
O (1.811, -2.118, -3.481)
H (3.558, -3.064, -3.986)
H (2.765, -2.148, -5.290)
H (1.676, -4.721, -4.037)
H (2.445, -4.615, -5.638)
H (0.740, -3.259, -6.265)
H (0.896, -2.200, -3.785)
C (-2.295, 2.418, -6.870)
C (-2.649, 1.868, -8.270)
O (-2.859, 2.724, -9.156)
O (-2.681, 0.618, -8.350)
H (-2.280, 3.509, -6.858)
H (-3.033, 2.072, -6.142)
H (-1.309, 2.052, -6.571)
C (4.952, 0.262, -0.851)
Br (3.622, -0.064, -2.205)
Br (4.170, 0.540, 0.897)
Br (6.294, -1.121, -0.814)
H (5.452, 1.184, -1.115)
Cs (0.842, 3.837, 8.734)
Br (-5.361, 0.708, 3.910)

***

C22H36Cl6N8 | wB97M-V/def2-TZVPD

Calculated values
* LUMO energy: 0.30 eV
* gap between HOMO and LUMO: 0.403 hartree
* SMILES: ClCCCl.ClCCCl.ClCCCl.CC#N.CC#N.CC#N.CC#N.CC#N.CC#N.CC#N.CC#N
* ΔE to the lowest compared entry with this formula, charge and spin: 365.19 kJ/mol
* net charge: 0
* HOMO level: -10.7 eV
* maximum force: 11.30 eV Å⁻¹
* energy: -110448.4477 eV

CARTESIAN COORDINATES (ANGSTROEM)
Cl (-1.517, -3.777, -8.119)
C (-3.301, -4.062, -8.482)
C (-3.533, -5.551, -8.572)
Cl (-2.738, -6.231, -9.924)
H (-3.486, -3.497, -9.396)
H (-3.863, -3.540, -7.708)
H (-4.609, -5.636, -8.720)
H (-3.163, -6.008, -7.653)
Cl (-1.428, 2.484, 0.649)
C (-0.451, 1.546, -0.451)
C (-1.076, 0.205, -0.748)
Cl (-2.651, 0.352, -1.532)
H (0.530, 1.349, -0.018)
H (-0.139, 2.073, -1.353)
H (-1.193, -0.329, 0.195)
H (-0.462, -0.322, -1.478)
Cl (6.718, 0.451, -6.342)
C (7.208, 1.809, -5.323)
C (8.604, 1.513, -4.837)
Cl (8.747, -0.039, -4.096)
H (6.426, 2.144, -4.642)
H (7.304, 2.678, -5.975)
H (8.934, 2.143, -4.011)
H (9.292, 1.466, -5.682)
C (-5.289, 6.852, 5.881)
C (-5.081, 8.289, 6.104)
N (-4.928, 9.444, 6.246)
H (-5.513, 6.681, 4.828)
H (-6.204, 6.552, 6.393)
H (-4.482, 6.233, 6.270)
C (3.621, -6.037, -4.962)
C (2.479, -5.876, -4.037)
N (1.626, -5.797, -3.268)
H (3.950, -7.075, -4.896)
H (4.359, -5.406, -4.466)
H (3.347, -5.773, -5.983)
C (6.630, 5.539, 2.694)
C (5.482, 6.403, 2.805)
N (4.598, 7.045, 2.861)
H (7.200, 5.454, 3.619)
H (7.299, 6.065, 2.013)
H (6.257, 4.559, 2.397)
C (-5.752, 5.539, -3.588)
C (-6.725, 5.610, -2.483)
N (-7.412, 5.672, -1.655)
H (-6.037, 6.266, -4.349)
H (-5.747, 4.526, -3.990)
H (-4.734, 5.665, -3.220)
C (6.711, -4.881, 3.488)
C (6.353, -3.642, 2.749)
N (6.053, -2.657, 2.241)
H (6.335, -4.850, 4.511)
H (7.800, -4.863, 3.540)
H (6.339, -5.814, 3.067)
C (-5.886, -3.866, 7.547)
C (-4.714, -3.581, 6.663)
N (-3.865, -3.391, 5.958)
H (-5.538, -4.274, 8.495)
H (-6.602, -4.642, 7.276)
H (-6.307, -2.895, 7.809)
C (3.324, 0.705, 5.975)
C (4.549, 0.634, 6.735)
N (5.571, 0.536, 7.292)
H (2.500, 0.837, 6.676)
H (3.168, -0.122, 5.282)
H (3.290, 1.596, 5.348)
C (-7.973, -1.611, 1.459)
C (-8.032, -2.980, 1.229)
N (-8.014, -4.082, 0.968)
H (-6.973, -1.191, 1.568)
H (-8.593, -1.588, 2.355)
H (-8.599, -1.034, 0.777)

***

C22H36F18N3O28S10Zr | wB97M-V/def2-TZVPD

Calculated values
* LUMO energy: -4.39 eV
* gap between HOMO and LUMO: 0.275 hartree
* net charge: +1
* HOMO level: -11.9 eV
* maximum force: 6.66 eV Å⁻¹
* energy: -243725.9965 eV

CARTESIAN COORDINATES (ANGSTROEM)
Zr (18.744, -21.638, -21.505)
C (18.355, -18.776, -17.748)
F (19.294, -18.233, -18.620)
F (18.977, -19.590, -16.799)
F (17.732, -17.729, -17.195)
S (17.039, -19.854, -18.875)
O (17.067, -21.138, -18.134)
O (15.747, -19.087, -18.808)
N (17.700, -20.089, -20.552)
S (17.312, -18.551, -21.136)
O (17.558, -17.401, -20.257)
O (17.899, -18.464, -22.481)
C (15.390, -18.359, -21.576)
F (14.862, -19.514, -21.386)
F (14.845, -17.394, -20.812)
F (15.323, -18.199, -22.842)
C (20.594, -17.003, -21.946)
F (19.876, -17.099, -20.868)
F (19.870, -16.362, -22.988)
F (21.701, -16.350, -21.662)
S (21.078, -18.878, -22.504)
O (20.413, -19.159, -23.787)
O (22.515, -18.768, -22.626)
N (20.280, -20.116, -21.423)
S (21.338, -19.890, -20.207)
O (21.707, -18.471, -19.886)
O (20.637, -20.641, -19.142)
C (23.029, -20.830, -20.593)
F (23.062, -21.777, -21.625)
F (23.931, -19.831, -20.858)
F (23.308, -21.475, -19.418)
C (15.539, -24.243, -19.467)
F (14.959, -23.460, -18.620)
F (16.761, -24.346, -18.941)
F (14.828, -25.359, -19.601)
S (15.591, -23.267, -21.066)
O (14.623, -23.906, -21.993)
O (15.258, -21.936, -20.739)
N (17.342, -23.131, -21.678)
S (17.406, -24.592, -22.397)
O (18.781, -24.718, -22.752)
O (16.938, -25.691, -21.598)
C (16.397, -24.563, -24.048)
F (15.890, -23.451, -24.405)
F (17.322, -24.935, -24.960)
F (15.455, -25.492, -23.962)
C (22.621, -21.982, -13.622)
C (21.557, -22.259, -12.495)
C (20.266, -22.810, -13.144)
S (20.109, -21.643, -14.563)
O (19.028, -20.703, -14.283)
O (20.115, -22.476, -15.713)
C (21.868, -20.887, -14.432)
H (22.790, -22.751, -14.376)
H (23.531, -21.661, -13.116)
H (21.364, -21.346, -11.930)
H (21.856, -22.991, -11.745)
H (19.292, -22.963, -12.678)
H (20.338, -23.833, -13.511)
H (21.728, -19.986, -13.835)
H (22.072, -20.704, -15.487)
C (11.319, -19.619, -25.170)
C (11.062, -20.746, -24.241)
C (12.205, -21.778, -24.175)
S (13.730, -20.938, -24.684)
O (14.168, -21.354, -26.056)
O (14.709, -20.745, -23.592)
C (12.824, -19.299, -25.051)
H (10.607, -18.821, -24.957)
H (11.044, -20.036, -26.138)
H (10.056, -21.143, -24.380)
H (10.997, -20.225, -23.286)
H (11.912, -22.624, -24.797)
H (12.454, -22.267, -23.234)
H (13.275, -18.692, -25.837)
H (13.016, -18.843, -24.080)
C (15.959, -14.201, -15.927)
C (17.234, -14.688, -15.252)
O (16.801, -14.853, -13.939)
S (15.140, -15.115, -13.800)
O (14.372, -14.035, -13.174)
O (14.838, -16.522, -13.469)
O (14.989, -14.923, -15.329)
H (16.015, -14.194, -17.016)
H (15.756, -13.174, -15.624)
H (18.054, -13.978, -15.360)
H (17.622, -15.601, -15.703)
C (21.211, -12.779, -15.742)
C (20.582, -12.228, -17.123)
O (20.842, -13.334, -17.992)
S (20.855, -14.780, -17.135)
O (22.229, -15.378, -17.157)
O (19.678, -15.581, -17.380)
O (20.742, -14.136, -15.602)
H (21.086, -12.054, -14.937)
H (22.297, -12.821, -15.820)
H (20.846, -11.249, -17.522)
H (19.511, -12.362, -16.968)
C (20.821, -23.611, -19.993)
C (19.762, -23.498, -19.004)
O (18.757, -22.556, -19.414)
O (20.453, -23.150, -21.293)
H (21.109, -24.663, -20.010)
H (21.701, -23.032, -19.715)
H (20.063, -23.242, -17.988)
H (19.226, -24.448, -18.978)
H (18.314, -22.198, -18.641)
H (21.131, -23.450, -21.903)
C (17.478, -20.831, -24.411)
C (18.563, -21.765, -24.672)
O (19.305, -22.172, -23.526)
O (17.127, -20.891, -23.058)
H (16.626, -20.975, -25.075)
H (17.954, -19.858, -24.530)
H (19.280, -21.232, -25.298)
H (18.328, -22.679, -25.218)
H (20.029, -22.698, -23.873)
H (16.228, -20.555, -23.060)